Entry 1:
# C25H24F2N4O3

An isolated molecule of C25H24F2N4O3 (wB97M-V/def2-TZVPD, the OMol25 dataset).

Values from the calculation:
F_max (Eh/bohr): 0.01216
ΔE to the lowest compared entry with this formula, charge and spin (kcal per mole): 0.0
SMILES string: Cc1ccnc(NC(=O)CCC(=O)N(CC(=O)NCc2ccc(F)cc2)c2ccc(F)cc2)c1
2S+1: 1
DFT total energy (eV): -43854.970
HOMO energy (eV): -8.82

The geometry in XYZ format:
```
58
Properties=species:S:1:pos:R:3:forces:R:3
C -2.7823 -2.4401 3.2825 0.0070 0.0241 0.0117
C -2.8414 -2.7069 1.8136 -0.0764 -0.0946 -0.3268
C -4.0416 -3.0542 1.1948 0.1093 0.0365 0.0137
C -4.0474 -3.2762 -0.1697 -0.1491 0.0169 0.2143
N -2.9739 -3.1532 -0.9323 0.3352 0.0389 -0.3670
C -1.8306 -2.8075 -0.3499 -0.2952 -0.0124 0.3190
N -0.7728 -2.6877 -1.2480 -0.1091 -0.1532 -0.2348
C 0.4512 -2.1232 -1.0486 -0.0438 -0.2230 -0.5366
O 0.8272 -1.6685 0.0090 0.1473 0.1176 0.2972
C 1.3140 -2.1189 -2.3021 0.2467 0.2870 0.1219
C 2.4788 -1.1482 -2.1063 -0.3804 -0.1994 0.0273
C 1.8904 0.2208 -1.8122 0.3999 -0.1877 0.0344
O 0.8406 0.5773 -2.3298 -0.2334 -0.0439 -0.2649
N 2.5351 1.0162 -0.9272 -0.1373 0.3088 0.0087
C 1.8900 2.2616 -0.5280 -0.2104 0.2587 -0.0019
C 0.8363 2.0398 0.5703 0.2501 0.0919 -0.5659
O 1.0103 2.4021 1.7172 0.1583 0.1722 0.4818
N -0.2658 1.4220 0.1279 -0.3854 -0.2210 -0.1062
C -1.3419 1.0187 1.0086 0.0510 0.0441 0.1613
C -2.6598 1.5576 0.5230 0.0012 -0.0982 0.0380
C -3.6348 0.7097 0.0149 0.1282 0.1525 0.1021
C -4.8379 1.2126 -0.4483 -0.2212 0.2462 -0.0757
C -5.0470 2.5781 -0.4031 0.1077 -0.1649 0.0338
F -6.2187 3.0771 -0.8521 0.0583 -0.0124 0.0191
C -4.0910 3.4485 0.0897 -0.1515 0.0035 -0.0657
C -2.8973 2.9276 0.5519 -0.0886 -0.1422 -0.0265
C 3.7576 0.6993 -0.2935 0.5303 -0.1894 0.1342
C 3.8512 0.7463 1.0947 -0.0064 -0.0950 -0.2286
C 5.0523 0.4664 1.7189 0.2796 -0.0433 -0.0590
C 6.1528 0.1452 0.9449 -0.1381 0.0317 -0.0838
F 7.3252 -0.1328 1.5498 -0.0760 0.0227 -0.0301
C 6.0878 0.1112 -0.4365 0.1217 -0.0753 0.2221
C 4.8846 0.3974 -1.0536 -0.1612 0.1310 0.1962
C -1.7080 -2.5925 1.0209 -0.0099 -0.0736 0.0645
H -3.3478 -3.1895 3.8325 -0.0142 -0.0194 0.0775
H -3.2240 -1.4660 3.4946 -0.0102 0.0526 0.0678
H -1.7548 -2.4347 3.6360 0.0448 0.0082 0.0767
H -4.9479 -3.1532 1.7711 -0.1243 -0.0259 0.0460
H -4.9519 -3.5608 -0.6902 -0.1252 -0.0299 0.0424
H -1.0363 -2.9577 -2.1871 0.0961 0.0843 0.0990
H 1.6828 -3.1299 -2.4861 -0.0260 -0.0109 -0.0129
H 0.7106 -1.8007 -3.1535 -0.0039 -0.0945 0.0157
H 3.1036 -1.4763 -1.2771 0.0056 0.0040 -0.1359
H 3.0775 -1.1042 -3.0173 0.0490 0.0170 0.0384
H 2.6520 2.9454 -0.1521 -0.1461 -0.0971 -0.0152
H 1.4048 2.6881 -1.4108 0.0891 0.0018 0.1154
H -0.3015 1.1197 -0.8386 0.1422 0.1047 0.0462
H -1.3760 -0.0737 1.0634 -0.0037 0.1355 0.0696
H -1.0979 1.4211 1.9965 -0.0535 -0.1459 -0.1073
H -3.4573 -0.3546 -0.0194 0.0420 -0.1753 0.0092
H -5.6032 0.5631 -0.8425 -0.1033 -0.0413 -0.0538
H -4.2894 4.5084 0.1085 -0.0475 0.1052 -0.0047
H -2.1370 3.5869 0.9431 0.0960 0.1025 0.0435
H 2.9863 1.0032 1.6846 -0.1194 0.0384 0.0756
H 5.1407 0.4938 2.7930 0.0278 -0.0008 0.1115
H 6.9692 -0.1251 -1.0109 0.1023 -0.0252 -0.0343
H 4.8217 0.4000 -2.1306 -0.0145 0.0204 -0.1107
H -0.7499 -2.3460 1.4471 0.0384 0.0371 0.0125
```
Forces are in eV/Å.

***

Entry 2:
# C25H24F5N5OS2V

A structure of composition C25H24F5N5OS2V at a distorted geometry (wB97M-V/def2-TZVPD, the OMol25 dataset).

Values from the calculation:
Total charge: +2
F_max (Eh/bohr): 0.07513
2S+1: 2
DFT total energy (eV): -96740.618
HOMO energy (alpha / beta) (eV): -13.86 / -13.87

The geometry in XYZ format:
```
63
Properties=species:S:1:pos:R:3:forces:R:3
V -0.2988 -0.7034 -0.9974 -0.1149 0.2031 0.8861
S -1.1702 -2.0009 0.9033 -0.5486 0.2360 -0.0883
C 0.3521 -2.2069 1.6604 -0.7529 -0.6033 0.4191
N 0.6199 -3.0424 2.7678 -1.7435 -2.2130 0.1470
N -0.3064 -3.8628 3.0246 -0.0491 1.1693 1.7533
C -0.3112 -4.8872 4.0753 0.0897 0.8410 -2.0303
C -1.5314 -5.5387 4.1117 1.2602 -2.0793 2.1810
C -1.5338 -6.6924 4.9237 1.0825 0.7975 -0.0250
C -0.3672 -7.1859 5.5416 -1.6508 0.4998 -0.6702
C 0.8262 -6.5074 5.4064 0.5202 -0.4453 0.4680
C 0.8558 -5.3299 4.6999 -0.3407 0.1966 -0.6573
N 1.4529 -1.7653 1.2562 2.1580 1.4521 -0.3937
N 1.4085 -0.9739 0.1512 0.3076 -0.3546 -0.2715
C 2.6068 -0.5673 -0.2797 -0.1273 -0.0382 -0.4933
C 2.4973 0.1029 -1.6293 -0.0311 -0.5515 -0.5893
C 3.6112 1.0585 -1.9275 -0.2686 1.0838 -1.5638
C 4.7497 1.0637 -1.2322 -0.3392 -0.3124 -0.4273
C 4.8782 0.1272 -0.1787 0.0624 -0.4722 0.7298
C 3.9126 -0.6944 0.3191 -0.7330 0.1453 -0.7664
H -1.2896 -3.7057 2.6506 1.2915 -0.1349 -0.3260
H -2.4067 -5.2496 3.6021 -0.8099 0.4931 -0.5822
H -2.4150 -7.2279 5.1269 -1.1442 -0.4997 -0.1459
H -0.4955 -8.1076 6.0910 0.4185 0.0015 0.1067
H 1.7191 -6.9586 5.8389 -0.0781 0.4484 -0.1148
H 1.7591 -4.8019 4.4990 0.5714 0.2838 0.0724
H 2.5142 -0.7686 -2.4080 0.3318 1.1887 1.1212
H 3.4791 1.7822 -2.7771 0.1089 -1.0248 0.8457
H 5.6154 1.6402 -1.5021 -0.0543 0.4218 -0.0476
H 5.8216 0.0919 0.3230 0.5642 -0.1073 0.1872
H 4.2108 -1.3679 1.1043 -0.6614 -0.0518 0.2812
F 1.0736 1.8467 -0.8829 0.3332 -1.3194 -1.0230
C 1.0932 0.6945 -1.7742 0.4415 1.3188 1.4685
F 0.0483 -1.9340 -2.1252 0.1571 0.0582 -0.2394
C 0.7536 1.2910 -3.1521 1.2650 -0.2476 2.1351
F 1.3079 0.6547 -4.1259 0.1190 -2.8329 -1.9751
F -0.5541 1.3236 -3.2319 -1.5657 0.2205 -0.8622
F 1.2662 2.4781 -3.3125 -0.1339 2.7296 0.6300
C 0.5956 6.6135 -2.8125 -3.0605 0.9508 -1.1479
C -0.2051 5.5271 -2.1257 0.8621 -1.4428 -0.1661
C 0.1347 5.0694 -0.8419 -0.4472 1.0839 -1.0647
C -0.4896 4.0236 -0.2315 -1.2037 -0.2075 -0.3719
C -1.5782 3.4644 -0.8786 -0.0568 -0.0052 -0.0220
C -1.9801 3.8984 -2.1836 -0.0693 -2.6105 2.8469
C -1.2051 4.7774 -2.8177 0.9882 2.2235 -1.0094
S -2.2445 1.9376 -0.3297 -2.0069 0.3526 -0.9873
C -2.7052 1.9212 1.3805 0.0459 1.1679 -0.3430
O -1.1355 0.9164 -0.2444 1.5891 -1.4048 -0.1191
H 0.9497 6.3478 -3.7963 0.0411 -0.5608 -0.3238
H 1.3910 7.1161 -2.3395 0.8373 0.0653 1.2622
H -0.1738 7.4264 -3.0467 0.9757 -0.7792 0.2688
H 0.8719 5.5901 -0.3104 1.1461 0.6088 0.5834
H -0.1850 3.6735 0.7263 0.3167 -0.2242 0.5496
H -2.8000 3.3416 -2.5978 -0.1605 0.1116 -0.6320
H -1.3995 4.8917 -3.8769 0.0944 0.6255 -0.0136
H -1.9167 2.3208 1.9574 0.8896 0.7554 0.7055
H -2.7394 0.8999 1.6331 -0.4172 -1.3730 0.1160
H -3.6317 2.4356 1.5743 -0.2952 0.1734 -0.1065
C -4.7321 -0.7250 -2.7923 1.9702 2.7078 0.3998
C -3.3558 -0.7031 -2.2122 0.5542 -0.5691 -1.0773
N -2.2603 -0.8140 -1.8769 -0.7965 0.3779 -0.0128
H -4.8065 -1.6468 -3.3670 -0.3955 0.4598 -0.3320
H -4.8855 0.3575 -3.2561 0.0931 -2.7004 0.3977
H -5.2670 -0.7360 -1.8741 -1.4298 -0.2872 0.4600
```
Forces are in eV/Å.